{"formula": "C5H8ClN3", "method": "the ωB97M-V functional and the def2-TZVPD basis", "symbols": ["C", "C", "C", "C", "C", "N", "N", "N", "Cl", "H", "H", "H", "H", "H", "H", "H", "H"], "xyz": [[3.00094, 0.55187, -1.18368], [2.86585, 1.75825, -0.50554], [0.36147, 0.56995, -0.34788], [0.63618, -1.88698, -0.19498], [-1.53872, 1.76189, 0.45921], [2.32721, -0.55381, -1.01464], [1.09798, -0.53280, -0.47363], [-0.72672, 0.57256, 0.38565], [3.36510, 3.18501, -1.23265], [3.91594, 0.36832, -1.75118], [-0.44793, -1.94356, -0.27557], [1.09256, -2.55674, -0.91933], [0.95217, -2.18379, 0.80875], [-1.35201, 2.31645, 1.38465], [-1.28220, 2.40217, -0.38100], [-2.59932, 1.51131, 0.40967], [-1.01601, -0.19892, 0.98718]], "forces_ev_per_a": [[-0.002, -0.882, -0.233], [-1.328, -0.095, 1.187], [1.133, 1.273, -0.469], [-0.075, -0.148, 0.268], [-0.337, 0.448, 0.105], [0.478, -0.089, -0.568], [-0.012, -0.253, 0.134], [-0.016, -0.632, 0.222], [0.076, 0.187, -0.470], [-0.004, 0.180, -0.006], [-0.032, 0.034, -0.004], [-0.024, 0.050, 0.032], [-0.102, -0.060, -0.065], [-0.009, -0.091, -0.067], [-0.003, -0.042, 0.028], [0.023, -0.020, -0.011], [0.233, 0.140, -0.083]], "nbo_charge": [-0.168, -0.094, 0.254, -0.429, -0.398, -0.204, -0.253, -0.602, 0.044, 0.217, 0.197, 0.238, 0.206, 0.197, 0.229, 0.194, 0.372], "homo_ha": [-0.285, -0.285], "homo_lumo_gap_ev": [7.325, 7.325]}

***

{"formula": "C5H8ClN4O2", "method": "the ωB97M-V functional and the def2-TZVPD basis", "symbols": ["C", "C", "C", "C", "C", "N", "N", "N", "N", "O", "O", "Cl", "H", "H", "H", "H", "H", "H", "H", "H"], "xyz": [[-3.13334, -1.02516, 0.04872], [0.19951, -1.16971, 1.05398], [-1.12039, -1.38991, 1.41619], [0.55367, -0.61569, -0.29194], [0.30652, 0.89394, -0.29853], [-2.14961, -1.13816, 0.65010], [1.10104, 1.83467, -0.04459], [-1.02345, 1.21224, -0.49517], [1.17442, -1.40569, 1.92033], [-1.31399, 2.55584, -0.50999], [-1.69395, 0.54269, -1.52477], [-1.54121, -2.02276, 3.00548], [-4.01332, -0.74271, -0.46078], [1.60470, -0.79945, -0.51509], [-0.06010, -1.07322, -1.07062], [-0.47238, 3.04927, -0.61468], [2.05472, 1.62105, 0.21399], [2.14273, -1.26026, 1.68645], [-1.63333, 1.07393, -2.34150], [0.94292, -1.76502, 2.83701]], "forces_ev_per_a": [[-2.287, -0.282, -2.132], [1.402, 0.390, -1.673], [-2.545, -0.608, 1.601], [-0.209, 0.361, -0.007], [0.906, -0.591, -0.442], [2.774, -0.377, 2.490], [-0.041, 0.559, 0.066], [-0.886, 0.450, 0.328], [0.625, -0.309, 1.311], [-0.370, 0.110, -0.217], [0.057, 0.109, -0.198], [0.417, 0.469, -1.323], [-0.529, 0.443, -0.037], [-0.049, -0.057, 0.014], [0.122, -0.028, 0.026], [0.130, -0.436, 0.020], [-0.020, -0.344, -0.054], [-0.049, -0.028, 0.016], [0.241, 0.107, 0.244], [0.312, 0.065, -0.033]], "mulliken_spin": [0.660, 0.420, 0.415, -0.009, 0.007, 0.039, 0.016, 0.010, 0.352, 0.002, 0.003, 0.071, 0.014, 0.003, 0.020, 0.001, 0.000, -0.013, 0.002, -0.013], "homo_ha": [-0.367, -0.472], "spin_multiplicity": 3, "total_charge": 1, "s2": 2.01, "homo_lumo_gap_ev": [6.010, 6.000]}

***

{"formula": "C5H8ClNO", "method": "the ωB97M-V functional and the def2-TZVPD basis", "symbols": ["C", "C", "C", "Cl", "C", "C", "N", "O", "H", "H", "H", "H", "H", "H", "H", "H"], "xyz": [[-1.98608, -1.24679, -0.03699], [-1.71767, 0.23499, 0.00722], [-0.30320, 0.64834, -0.15678], [-0.11967, 2.41915, -0.24197], [0.69865, -0.18984, -0.14109], [2.12816, -0.15039, -0.08814], [2.74254, 1.08234, 0.23513], [2.78181, -1.11323, -0.37949], [-1.50757, -1.60915, -0.94831], [-1.64666, -1.65109, 0.92994], [-3.07820, -1.44978, -0.03088], [-2.39752, 0.80282, -0.67335], [-2.05894, 0.61646, 0.95660], [0.37112, -1.27557, -0.14375], [2.31626, 1.94203, 0.45119], [3.77696, 0.93970, 0.26066]], "forces_ev_per_a": [[-0.697, 0.168, 0.519], [-1.540, 1.086, -0.564], [-0.429, 1.474, 0.118], [0.049, -0.728, 0.091], [-1.402, -2.901, 0.181], [1.312, 3.525, -0.083], [1.869, -3.324, -0.581], [0.739, -0.965, 0.073], [-0.171, -0.754, 0.386], [0.388, -0.473, -0.762], [0.653, 0.215, -0.364], [0.746, -0.444, -0.019], [0.075, 0.254, 0.667], [0.444, 1.427, 0.060], [-0.578, 0.679, 0.212], [-1.458, 0.761, 0.066]], "nbo_charge": [-0.615, -0.461, 0.093, -0.037, -0.361, 0.642, -0.849, -0.583, 0.218, 0.217, 0.225, 0.225, 0.227, 0.247, 0.406, 0.405], "homo_ha": -0.367, "homo_lumo_gap_ev": 10.626}

***

{"formula": "C5H8ClNO2S", "method": "the ωB97M-V functional and the def2-TZVPD basis", "symbols": ["C", "C", "C", "C", "C", "N", "O", "O", "S", "Cl", "H", "H", "H", "H", "H", "H", "H", "H"], "xyz": [[1.04116, -1.27744, 0.38018], [0.34654, 1.17284, 1.86567], [-1.92909, -1.06702, -0.70655], [0.94489, 1.21659, 0.45514], [0.87606, -0.04676, -0.21800], [1.03021, -2.29906, 0.88677], [-0.71268, 1.09335, -1.93172], [-0.21935, -1.32380, -2.45235], [-0.53295, -0.26833, -1.54767], [2.59485, 0.17383, -2.01857], [-0.31029, 0.24511, 1.80360], [1.09427, 0.87106, 2.65649], [-0.32486, 2.01243, 2.29427], [-2.25653, -0.49649, 0.24387], [-2.64355, -1.37884, -1.54801], [-1.41106, -2.08789, -0.42031], [1.98976, 1.43736, 0.36103], [0.42261, 2.02306, -0.10384]], "forces_ev_per_a": [[0.291, 1.298, -0.188], [-0.938, -1.571, 1.828], [0.844, -1.328, 0.910], [-0.516, 2.441, 0.188], [-3.649, -1.965, -1.872], [0.221, -2.090, 0.902], [-0.772, 0.436, -0.666], [1.148, -0.188, -1.224], [0.580, -0.061, 2.506], [0.831, 0.063, -0.921], [0.329, 1.235, 0.569], [-0.650, 0.573, -0.835], [1.435, -1.041, -1.241], [0.056, -0.972, -1.902], [0.649, 1.040, 1.486], [-1.131, 2.065, -0.190], [0.891, 0.835, 0.741], [0.381, -0.768, -0.091]], "mulliken_spin": [-0.110, 0.029, 0.005, 0.007, 0.708, 0.245, -0.006, 0.011, -0.012, 1.092, 0.003, -0.001, -0.002, 0.000, 0.005, 0.000, 0.029, -0.003], "homo_ha": [-0.329, -0.387], "spin_multiplicity": 3, "s2": 2.01, "homo_lumo_gap_ev": [9.487, 6.010]}

***

{"formula": "C5H8ClNS", "method": "the ωB97M-V functional and the def2-TZVPD basis", "symbols": ["C", "C", "S", "N", "C", "C", "C", "Cl", "H", "H", "H", "H", "H", "H", "H", "H"], "xyz": [[2.34876, 0.01843, -0.00215], [1.09061, -0.84941, -0.01880], [1.24361, -2.48670, -0.00783], [-0.08551, -0.17283, -0.02567], [-0.19049, 1.29594, -0.00331], [-1.28950, -0.84191, 0.01204], [-2.51063, -0.29361, -0.00639], [-3.94642, -1.22768, -0.01314], [2.36684, 0.60925, 0.89641], [3.22026, -0.60299, -0.02743], [2.36296, 0.69894, -0.90034], [0.78771, 1.79695, 0.00341], [-0.75337, 1.64508, -0.87253], [-0.76009, 1.57679, 0.88546], [-1.22380, -1.96526, 0.05412], [-2.66095, 0.79901, 0.02615]], "forces_ev_per_a": [[-0.849, 0.295, -1.257], [0.981, 0.124, 0.014], [-0.066, 0.022, -0.010], [0.049, 0.981, 0.074], [0.281, -0.046, 0.040], [-1.388, -2.144, -0.051], [0.987, 1.263, 0.180], [-0.116, -0.151, 0.044], [0.062, 0.410, 0.387], [0.287, -0.361, -0.037], [0.044, -0.581, 0.887], [-0.544, -0.403, 0.057], [0.090, -0.111, -0.043], [0.163, 0.106, 0.028], [0.176, 1.423, -0.151], [-0.156, -0.826, -0.162]], "nbo_charge": [-0.673, 0.138, -0.125, -0.420, -0.421, -0.036, -0.296, 0.018, 0.224, 0.251, 0.221, 0.228, 0.212, 0.210, 0.259, 0.211], "homo_ha": -0.310, "homo_lumo_gap_ev": 8.778}

***

{"formula": "C5H8ClOP", "method": "the ωB97M-V functional and the def2-TZVPD basis", "symbols": ["C", "C", "C", "C", "C", "O", "P", "Cl", "H", "H", "H", "H", "H", "H", "H", "H"], "xyz": [[-1.04057, -0.89167, -0.07506], [-1.68855, 0.18279, -0.42714], [1.02391, 1.21022, -0.53443], [0.43107, -1.10428, 0.02236], [0.99522, -1.25794, 1.39284], [-0.79794, 1.53187, -2.68824], [-0.59524, 1.43507, -1.23872], [-1.19249, 3.09258, -0.37185], [-1.68093, -1.78874, 0.33024], [-2.70898, 0.29024, -0.33153], [1.15016, 1.77921, 0.37132], [1.91404, 0.91395, -1.02249], [1.01659, -1.52110, -0.71269], [2.01897, -1.20783, 1.43758], [0.67623, -2.18951, 1.80312], [0.47850, -0.47487, 2.04468]], "forces_ev_per_a": [[-0.521, -3.454, 1.440], [2.828, 1.217, -0.938], [-1.797, -2.725, 0.798], [-0.477, 4.452, 1.077], [-3.562, 1.608, 0.745], [0.191, -0.415, -0.342], [0.276, -1.148, -0.186], [-0.623, 1.660, 0.975], [1.243, 1.484, -0.682], [-2.070, 0.252, -0.124], [0.092, -0.195, 0.380], [0.503, 0.117, -0.947], [0.711, -1.157, -1.990], [2.395, 0.305, 0.051], [-0.224, -1.049, 0.348], [1.036, -0.952, -0.606]], "nbo_charge": [-0.221, -0.515, -0.848, -0.020, -0.654, -1.061, 1.814, -0.293, 0.221, 0.236, 0.230, 0.237, 0.204, 0.225, 0.221, 0.222], "homo_ha": [-0.327, -0.327], "homo_lumo_gap_ev": [8.363, 8.376]}